1.
Computed, not measured: an isolated ion of composition C5H12NO and charge -1, with ωB97M-V with the def2-TZVPD basis set.

```
19
Properties=species:S:1:pos:R:3
C -2.1588 0.5744 -0.6602
C -0.7767 0.7282 -0.0190
C -0.0296 -0.6353 0.0619
C 0.5453 -0.9331 -1.3511
O 1.3531 0.0752 -1.7542
N 0.9123 -0.7381 1.1792
C 1.6715 0.5051 1.5590
H -2.6723 1.5311 -0.6619
H -2.0322 0.2150 -1.6866
H -2.6792 -0.2191 -0.1176
H -0.0875 1.3880 -0.5625
H -0.8752 1.2052 0.9608
H -0.8672 -1.3079 0.2932
H 1.0255 -1.9440 -1.2697
H -0.3017 -1.3311 -1.9788
H 1.6548 -1.3873 0.9320
H 2.3595 0.8349 0.7711
H 2.1159 0.2635 2.5214
H 0.8423 1.1752 1.7828
```

SMILES string   CC[C@@H](C[O-])NC
Total charge   -1


2.
Computed, not measured: the molecule C4HN2P, with ωB97M-V with the def2-TZVPD basis set.

```
8
Properties=species:S:1:pos:R:3
N 2.5756 1.5123 -0.1628
C 1.7822 0.7364 0.1519
C 0.7583 -0.1518 0.4601
P 0.3780 -1.6719 0.9857
C -0.7530 -0.0855 0.3021
C -1.4504 -0.3000 -0.9097
N -1.9281 -0.4475 -1.9391
H -1.3625 0.4080 1.1118
```

SMILES string   N#CC1=P[C@@H]1C#N
Total charge   0


In order of appearance, calculated total energy = -8916.067; -16429.831 eV.
In order of appearance, energy above the lowest of the compared OMol25 structures with the same formula, charge and spin = 23.0; 0.2 kcal/mol.
In order of appearance, orbital gap = 6.68; 8.70 eV.